No. 1
DFT (wB97M-V/def2-TZVPD) results for a molecular structure, C19H32Cl2N3O4Sr.

Energy relative to the best compared isomer or geometry (same formula, charge and spin): 0.0 kcal per mole
Frontier orbital gap: 0.2322 hartree
LUMO: 2.32 eV
Electronic energy: -2159.72393 a.u.
HOMO level: -4.00 eV
Total charge: -1

The geometry in XYZ format:
```
61
Properties=species:S:1:pos:R:3:forces:R:3
Sr 0.09359 -0.72693 2.34650 -0.497 0.401 0.150
Cl 1.25797 -1.96891 4.47432 0.146 -0.043 0.273
Cl -2.41924 -1.06458 1.16660 -0.284 -0.075 0.184
O -0.99089 1.03166 3.88275 -0.415 1.389 0.306
O 1.11544 -0.34089 -2.53344 -0.285 1.067 0.235
O -0.63931 1.79303 0.22521 -0.333 0.283 -0.091
O 1.84527 0.95051 1.86937 0.402 0.768 -0.788
N -2.13260 1.35037 -1.45449 0.257 0.208 0.183
N -1.45339 3.01194 2.89276 0.081 -0.093 -0.085
N 2.91243 2.56305 0.66719 0.497 0.158 0.141
C -3.28682 1.71432 -0.65327 -0.128 -0.274 0.184
C -2.36282 0.78348 -2.77546 0.062 0.089 -0.017
C -0.89914 1.43947 -0.93580 0.040 -0.193 -0.262
C -1.78084 2.83372 5.28353 -0.044 0.012 0.242
C 0.39528 -2.77663 0.39587 0.405 0.192 0.089
C 0.78000 -3.69895 1.52273 0.300 0.019 0.430
C -0.11652 -2.36429 -2.62244 0.298 0.435 0.356
C 0.16613 -3.13822 -3.74736 -0.289 -0.116 0.216
C -2.16382 -3.76426 -3.89052 0.082 0.059 0.072
C 3.75401 2.96208 1.78449 -0.035 0.151 -0.177
C 1.16163 -1.81428 -0.14723 -0.786 -0.856 -2.805
C 2.59989 -1.56249 0.16447 0.680 -0.222 0.680
C -1.41339 -2.26498 -2.13271 -0.444 -0.313 -0.221
C -1.37509 2.21195 3.97281 0.461 -1.175 -0.615
C -0.85398 -3.84808 -4.37593 -0.012 0.110 0.064
C -2.44286 -2.97812 -2.76718 0.309 0.192 0.058
C 1.02568 -1.52986 -2.05363 0.546 -0.614 1.297
C 2.07739 1.53331 0.79417 -0.688 -0.797 0.184
C 3.17034 3.16493 -0.63230 -0.074 -0.277 0.076
H -1.02446 2.61455 6.04146 -0.119 -0.044 -0.138
H -4.12300 1.89010 -1.33619 0.059 0.073 0.145
H -3.45906 -2.90433 -2.37249 0.248 -0.093 -0.143
H -1.61849 -1.65737 -1.23831 0.045 -0.262 -0.482
H 0.13465 -3.57810 2.41389 0.199 -0.148 -0.288
H -2.73277 2.40593 5.61692 0.202 -0.014 -0.097
H -1.22060 2.64867 1.96470 -0.069 -0.056 0.091
H 4.13254 2.82988 -1.04469 -0.177 0.056 0.078
H 3.35734 2.52657 2.70354 0.092 0.084 -0.181
H 3.75769 4.05472 1.84180 -0.001 -0.086 0.141
H 1.81652 -3.52837 1.86388 -0.433 -0.156 -0.102
H 2.99915 -0.79677 -0.51975 -0.072 -0.181 0.149
H -1.89966 3.91676 5.19738 0.009 -0.111 0.035
H 1.97721 -2.10724 -2.17428 -0.139 -0.250 0.123
H -0.10310 1.15729 -1.65503 -0.134 -0.195 0.216
H 3.19460 4.25438 -0.53067 -0.082 -0.115 -0.048
H 1.59579 1.22323 -0.15227 0.220 0.070 0.363
H -0.61880 -2.93652 0.03694 0.258 0.015 -0.107
H -3.07014 2.62216 -0.07710 -0.063 -0.187 -0.132
H 1.19912 -3.16911 -4.10232 -0.312 -0.066 0.012
H -2.87018 1.51680 -3.41639 0.088 -0.049 0.076
H 0.67389 -4.74993 1.20573 0.020 0.301 0.039
H 3.18827 -2.49444 0.01899 -0.182 0.496 0.066
H -0.61657 -4.46001 -5.24510 -0.164 0.078 0.112
H -2.96360 -4.31267 -4.39025 0.175 0.109 0.142
H -1.75226 3.96519 2.99468 0.013 -0.086 -0.075
H 2.36614 2.86796 -1.31301 0.224 0.107 0.045
H 4.78863 2.62694 1.62678 -0.188 -0.007 0.059
H 2.80032 -1.22165 1.20099 -0.037 -0.214 -0.411
H -3.00130 -0.10697 -2.70300 0.232 0.170 0.004
H -1.40009 0.50513 -3.22041 -0.202 -0.048 0.128
H -3.53211 0.89490 0.04256 0.039 0.324 -0.178
```
Positions in Å, forces in eV/Å.

Charge distribution, natural (NBO) scheme, values in e:
1 Sr 1.803
2 Cl -0.924
3 Cl -0.917
4 O -0.695
5 O -0.870
6 O -0.751
7 O -0.751
8 N -0.410
9 N -0.808
10 N -0.417
11 C -0.433
12 C -0.411
13 C 0.526
14 C -0.705
15 C -0.281
16 C -0.687
17 C -0.058
18 C -0.207
19 C -0.248
20 C -0.421
21 C -0.158
22 C -0.709
23 C -0.231
24 C 0.691
25 C -0.229
26 C -0.224
27 C 0.246
28 C 0.566
29 C -0.402
30 H 0.245
31 H 0.186
32 H 0.206
33 H 0.260
34 H 0.224
35 H 0.243
36 H 0.454
37 H 0.194
38 H 0.250
39 H 0.189
40 H 0.220
41 H 0.217
42 H 0.200
43 H 0.090
44 H 0.194
45 H 0.191
46 H 0.184
47 H 0.225
48 H 0.198
49 H 0.206
50 H 0.175
51 H 0.218
52 H 0.213
53 H 0.195
54 H 0.197
55 H 0.382
56 H 0.235
57 H 0.193
58 H 0.213
59 H 0.208
60 H 0.253
61 H 0.258

No. 2
DFT (wB97M-V/def2-TZVPD) results for a molecular structure, C19H32Cl2N3O5V.

Energy relative to the best compared isomer or geometry (same formula, charge and spin): 9.0 kcal per mole
Frontier orbital gap (alpha / beta): 0.2186 / 0.2281 hartree
LUMO (alpha / beta): -0.79 / -0.79 eV
Electronic energy: -3148.15239 a.u.
2S+1: 3
HOMO level (alpha / beta): -6.74 / -7.00 eV
Total charge: 0

The geometry in XYZ format:
```
62
Properties=species:S:1:pos:R:3:forces:R:3
V -0.39263 0.06137 0.54859 -0.313 0.023 -0.466
Cl -1.36257 1.86775 1.56174 -0.426 0.438 0.559
Cl -2.26099 -0.32541 -0.85733 -0.283 -0.159 -0.701
O -1.55163 -1.21393 1.68384 -1.053 -0.274 0.424
O 0.48236 -1.72616 -0.18812 1.750 -0.303 -0.282
O 0.88913 -2.15606 2.49001 0.878 1.042 0.928
O 0.75627 1.01399 -0.49780 1.079 -0.095 -0.128
O 1.00806 0.09781 2.15678 0.752 -1.381 0.995
N -3.62127 -1.83994 2.40107 0.441 -0.397 0.202
N 2.46296 0.61664 4.10881 0.477 0.341 0.536
N 2.26496 -3.02699 -0.75253 0.075 -0.026 -0.093
C -1.30959 1.70704 -2.85623 1.442 -1.018 -0.356
C -2.79063 -1.06900 1.69577 -0.615 0.597 0.427
C 1.36017 3.76960 -2.87786 -0.224 0.024 0.438
C 0.99500 5.87167 -1.75344 -0.060 -0.053 0.233
C 0.00059 -0.44487 -3.08487 -0.147 -0.346 0.262
C 1.71770 -1.88087 -0.32032 -1.303 -0.027 0.084
C 1.45586 -4.15449 -1.22040 -0.024 0.088 0.145
C -4.98433 -1.41110 2.68031 0.087 -0.078 -0.450
C 0.92418 1.54792 -1.78468 -0.473 -0.077 -0.186
C 2.13508 -0.84411 4.02891 -0.208 -0.020 -0.259
C -2.57177 1.23847 -3.48509 -0.499 0.159 -0.312
C 1.25047 -1.01263 2.78417 -1.006 -0.539 -1.504
C -0.17384 0.98316 -2.69847 -1.129 1.872 0.122
C -3.16358 -3.08865 2.98674 -0.196 0.040 0.134
C 0.99417 3.07456 -1.71737 0.143 -0.186 -0.581
C 0.68141 3.78905 -0.57055 -0.247 -0.171 0.305
C 0.66293 5.18072 -0.58905 0.140 -0.013 -0.272
C 3.71176 -3.21506 -0.75961 -0.192 0.152 -0.082
C 1.35158 5.16310 -2.89685 0.115 -0.369 -0.246
H -5.11071 -0.38802 2.30559 -0.041 -0.285 0.161
H 1.61131 5.68160 -3.81960 -0.044 -0.021 0.244
H 1.05030 -0.64379 -3.31538 0.053 -0.066 -0.137
H 2.94088 0.91302 3.24275 -0.456 -0.097 0.269
H -5.70899 -2.06594 2.17885 0.080 0.096 0.150
H 1.60517 3.17471 -3.75529 -0.008 0.274 -0.029
H -3.37230 -0.29580 1.14579 1.007 -0.107 0.544
H 1.59607 1.17674 4.16613 0.267 -0.294 -0.297
H 0.42567 -3.82515 -1.39823 0.341 -0.037 0.104
H -3.75860 -3.90963 2.56626 0.156 0.047 0.135
H 4.17151 -2.29742 -0.37441 0.054 -0.298 -0.122
H 0.38808 3.25555 0.33553 0.104 0.112 -0.364
H 3.05705 -1.42543 3.92639 -0.148 0.251 0.011
H -5.16991 -1.43335 3.76184 0.066 0.056 -0.220
H 3.99747 -4.06812 -0.12348 -0.121 0.297 -0.140
H 4.07323 -3.40825 -1.78270 -0.106 0.099 0.322
H -2.80710 1.85180 -4.37392 0.056 -0.236 0.184
H -2.53673 0.17663 -3.76690 -0.128 0.410 0.115
H 1.87874 1.19963 -2.23257 0.001 0.040 0.415
H 0.36355 5.70550 0.31305 0.075 0.073 -0.130
H 1.61817 -1.15832 4.94048 0.049 0.184 -0.204
H 2.44769 -1.06555 -0.11410 -0.492 -0.356 0.019
H -1.33581 2.71670 -2.48039 0.088 0.220 0.177
H 3.06063 0.80912 4.91992 -0.164 0.135 -0.247
H 1.46018 -4.96822 -0.47969 -0.040 0.253 -0.141
H -3.32702 -3.05313 4.07040 0.139 -0.151 -0.102
H -0.62289 -0.74065 -3.93674 0.180 0.071 0.189
H 0.97236 6.95604 -1.76989 -0.003 -0.059 -0.010
H -3.39897 1.39442 -2.76673 0.328 -0.229 -0.354
H -0.28444 -1.06186 -2.21161 0.150 0.110 -0.648
H -2.10229 -3.23940 2.76367 -0.285 0.126 0.049
H 1.89588 -4.53696 -2.15124 -0.142 0.138 0.179
```
Positions in Å, forces in eV/Å.

Charge distribution, natural (NBO) scheme, values in e:
1 V 1.237
2 Cl -0.526
3 Cl -0.587
4 O -0.671
5 O -0.626
6 O -0.632
7 O -0.795
8 O -0.775
9 N -0.410
10 N -0.673
11 N -0.402
12 C -0.141
13 C 0.581
14 C -0.203
15 C -0.233
16 C -0.668
17 C 0.576
18 C -0.420
19 C -0.401
20 C 0.069
21 C -0.330
22 C -0.650
23 C 0.739
24 C -0.010
25 C -0.423
26 C -0.034
27 C -0.160
28 C -0.229
29 C -0.399
30 C -0.224
31 H 0.226
32 H 0.205
33 H 0.189
34 H 0.460
35 H 0.197
36 H 0.209
37 H 0.201
38 H 0.469
39 H 0.253
40 H 0.197
41 H 0.209
42 H 0.238
43 H 0.231
44 H 0.198
45 H 0.201
46 H 0.203
47 H 0.200
48 H 0.212
49 H 0.152
50 H 0.205
51 H 0.237
52 H 0.156
53 H 0.201
54 H 0.420
55 H 0.203
56 H 0.189
57 H 0.215
58 H 0.204
59 H 0.231
60 H 0.254
61 H 0.252
62 H 0.200

The highest electronic energy belongs to which entry? C19H32Cl2N3O4Sr